[1]
Formula: C21H20N2O4S
Source: OMol25
Level of theory: ωB97M-V with the def2-TZVPD basis set

- E_LUMO: 0.10 eV
- E: -1620.9089 Ha
- Energy above the lowest of the compared OMol25 structures with the same formula, charge and spin: 1.584 eV
- HOMO-LUMO gap: 8.3 eV
- 2S+1: 1

Each line ends with the Löwdin charge.
Atoms and positions in Å:
S1 -4.4948 0.9607 -1.0935  1.05
O1 3.8518 -0.3839 2.8317  0.09
O2 0.2246 -2.5236 -1.3025  -0.12
O3 2.5108 -0.8211 -0.5714  -0.06
O4 -1.7164 -0.1000 1.5076  0.08
N1 -1.6355 1.4051 -0.2184  0.12
N2 2.9045 1.1141 1.4705  0.16
C1 1.6409 -1.3877 0.3095  -0.15
C2 -5.7857 -0.6721 0.3963  -0.17
C3 0.1475 -2.5694 2.3708  -0.07
C4 1.4932 2.8788 -1.4216  -0.04
C5 -0.2827 1.7569 -0.2612  -0.21
C6 -1.0710 -2.1356 -1.6964  -0.07
C7 0.5605 -2.2278 0.0127  -0.19
C8 2.2576 -0.8323 -1.9573  -0.05
C9 -5.9340 0.1163 -0.7010  -0.40
C10 -4.4894 -0.6029 0.9400  -0.10
C11 1.9043 -1.1018 1.6604  -0.09
C12 1.9798 1.6166 0.5530  -0.19
C13 -2.2491 0.4907 0.5886  -0.48
C14 -0.1657 -2.8052 1.0491  -0.01
C15 1.1833 -1.7076 2.6757  -0.01
C16 0.1562 2.5449 -1.3224  -0.03
C17 2.9700 -0.1275 2.0385  -0.41
C18 2.4275 2.4150 -0.5079  -0.22
C19 -3.6612 0.2424 0.2524  -0.43
C20 3.8839 2.7318 -0.6643  -0.04
C21 0.6266 1.3323 0.6980  0.06
H1 1.4345 -1.4764 3.6992  0.12
H2 -0.5473 2.8913 -2.0662  0.11
H3 2.2147 -1.8477 -2.3545  0.10
H4 1.3307 -0.3042 -2.1980  0.09
H5 -6.5745 -1.2799 0.8013  0.11
H6 0.2811 0.7592 1.5398  0.11
H7 -1.1512 -1.0421 -1.7548  0.09
H8 -6.8044 0.2583 -1.3106  0.06
H9 -0.9817 -3.4662 0.7973  0.12
H10 -2.2008 1.8304 -0.9417  0.09
H11 -1.2270 -2.5616 -2.6864  0.10
H12 4.0623 3.2486 -1.6037  0.08
H13 1.8224 3.4946 -2.2459  0.11
H14 -4.1570 -1.1446 1.8066  0.12
H15 -1.8431 -2.5033 -1.0155  0.09
H16 3.7214 1.6850 1.6488  0.15
H17 3.0963 -0.2968 -2.4025  0.10
H18 4.4745 1.8164 -0.6512  0.09
H19 -0.4215 -3.0420 3.1552  0.11
H20 4.2327 3.3738 0.1461  0.08


[2]
Formula: C12H16N4
Source: OMol25
Level of theory: ωB97M-V with the def2-TZVPD basis set

- E_LUMO: 0.71 eV
- E: -685.9217 Ha
- Energy above the lowest of the compared OMol25 structures with the same formula, charge and spin: 0.000 eV
- HOMO-LUMO gap: 8.8 eV
- 2S+1: 1

Each line ends with the Löwdin charge.
Atoms and positions in Å:
N1 3.7677 -0.6181 0.5542  0.17
N2 3.7752 0.9914 -0.9114  0.04
N3 6.0486 -1.2451 0.3122  0.12
N4 5.0452 0.5352 -0.8850  0.08
C1 4.9929 -0.4399 0.0094  -0.50
C2 1.6035 0.5029 0.2030  -0.16
C3 -2.5921 1.0226 0.9936  -0.16
C4 0.9505 -0.3189 1.1218  -0.01
C5 3.0132 0.2907 -0.0423  -0.29
C6 -4.1206 -1.6684 -1.3737  -0.12
C7 -3.4306 0.4233 -0.1438  -0.21
C8 -0.4680 1.6665 -0.1725  -0.03
C9 -1.1231 0.8487 0.7421  -0.24
C10 0.8756 1.5019 -0.4428  -0.02
C11 -0.3927 -0.1450 1.3843  -0.03
C12 -3.2740 -1.0914 -0.2461  -0.27
H1 -0.8851 -0.7881 2.0995  0.12
H2 -3.1313 0.8802 -1.0898  0.11
H3 6.9528 -0.8612 0.0933  0.09
H4 -1.0207 2.4466 -0.6770  0.12
H5 -3.5709 -1.5495 0.7003  0.11
H6 -3.8272 -1.2382 -2.3289  0.07
H7 -2.8671 0.5405 1.9336  0.11
H8 -2.2236 -1.3350 -0.4186  0.11
H9 1.3543 2.1568 -1.1566  0.10
H10 -3.9967 -2.7471 -1.4316  0.07
H11 1.5228 -1.0877 1.6159  0.11
H12 5.9719 -1.7187 1.1972  0.09
H13 -4.4824 0.6657 0.0267  0.11
H14 -5.1745 -1.4522 -1.2109  0.07
H15 3.5294 1.7443 -1.5315  0.14
H16 -2.8231 2.0875 1.0756  0.12